Below is a structure of composition C37H70O30, with properties calculated with ωB97M-V/def2-TZVPD.

Last column: Mulliken charge in e.
Positions of all 137 atoms, in Å:
C1 0.17 3.88 2.64  -1.137
C2 0.36 3.47 1.25  1.987
O1 -0.87 2.81 0.99  1.687
C3 -1.84 3.14 1.88  -0.081
O2 -3.09 2.93 1.82  -0.514
O3 -1.25 3.71 2.92  -0.424
H1 0.37 4.95 2.74  0.451
H2 0.69 3.33 3.43  0.127
H3 1.16 2.72 1.30  -0.466
H4 0.55 4.22 0.49  -0.110
C4 -1.26 -0.26 0.48  1.118
C5 -0.46 0.18 -0.72  -0.419
C6 0.64 1.15 -0.44  -0.014
O4 1.79 0.57 -1.06  -1.093
C7 1.47 -0.74 -1.26  0.420
O5 2.28 -1.61 -1.55  0.631
O6 0.17 -1.02 -1.06  0.518
H5 -2.09 -0.93 0.25  -1.226
H6 -1.64 0.67 0.92  -0.168
H7 -0.55 -0.78 1.12  -1.645
H8 -1.04 0.43 -1.61  0.509
H9 0.79 1.30 0.63  0.341
H10 0.55 2.10 -0.98  0.621
C8 -3.33 -3.60 -1.13  -0.642
O7 -2.74 -2.84 -0.11  -0.335
C9 -3.31 -2.59 0.99  1.287
O8 -4.42 -2.93 1.40  -0.672
O9 -2.50 -1.74 1.70  0.227
C10 -2.96 -1.13 2.88  -0.416
H11 -3.73 -4.59 -0.92  0.416
H12 -2.53 -4.01 -1.75  0.018
H13 -4.09 -3.10 -1.73  0.424
H14 -2.34 -0.32 3.25  -0.499
H15 -2.95 -1.86 3.68  0.407
H16 -3.93 -0.69 2.63  0.176
C11 1.16 1.60 4.64  -1.451
O10 1.32 1.66 3.24  0.342
C12 2.39 1.17 2.69  0.721
O11 3.38 0.77 3.28  -0.627
O12 2.23 1.18 1.31  -0.736
C13 3.28 0.70 0.43  -1.233
H17 0.12 1.89 4.83  0.388
H18 1.92 2.26 5.05  0.404
H19 1.32 0.60 5.04  0.509
H20 4.20 0.57 1.00  0.707
H21 3.54 1.61 -0.11  0.585
H22 3.09 -0.12 -0.26  -0.150
C14 -0.11 -3.41 1.17  -0.592
C15 0.85 -2.48 1.75  0.280
O13 0.68 -2.11 3.10  -0.511
C16 -0.14 -1.14 3.48  -0.370
O14 -0.61 -0.29 2.70  -0.217
O15 -0.28 -1.32 4.84  -0.499
C17 -0.95 -0.38 5.65  -0.759
H23 -0.53 -4.05 1.95  0.842
H24 0.44 -3.96 0.40  -1.989
H25 -0.94 -2.82 0.77  0.886
H26 0.81 -1.57 1.14  -0.386
H27 1.85 -2.92 1.72  0.387
H28 -1.89 -0.02 5.23  0.240
H29 -0.28 0.46 5.83  0.366
H30 -1.09 -0.83 6.64  0.316
C18 2.62 3.61 -0.57  -0.562
C19 3.29 3.35 -1.90  -1.135
O16 3.54 1.99 -2.05  0.183
C20 4.34 1.51 -3.11  0.341
O17 4.86 2.20 -3.96  -0.639
O18 4.43 0.16 -3.10  -0.445
C21 3.82 -0.64 -2.14  -0.734
H31 1.62 3.16 -0.51  -0.699
H32 2.49 4.70 -0.55  0.478
H33 3.26 3.24 0.22  0.599
H34 4.23 3.90 -1.93  0.478
H35 2.68 3.75 -2.71  0.409
H36 4.12 -1.66 -2.37  1.742
H37 2.74 -0.54 -2.28  -1.042
H38 4.19 -0.26 -1.19  0.668
C22 -3.29 -0.71 -1.37  -0.670
C23 -3.09 0.82 -1.32  1.229
O19 -3.74 1.45 -0.18  0.180
C24 -5.02 1.70 -0.17  0.480
O20 -5.75 1.65 -1.18  -0.650
O21 -5.46 2.19 1.06  -0.302
C25 -4.81 1.78 2.31  -0.774
H39 -3.09 -1.08 -0.37  1.516
H40 -2.63 -1.23 -2.07  0.418
H41 -4.35 -0.91 -1.56  0.605
H42 -3.40 1.31 -2.25  0.609
H43 -2.09 1.25 -1.34  -1.739
H44 -5.04 0.72 2.45  0.395
H45 -5.16 2.19 3.26  0.354
H46 -3.72 1.84 2.25  0.216
C26 -0.79 7.91 -1.61  -1.417
C27 -0.19 6.59 -1.72  0.077
O22 -1.13 5.56 -1.56  -0.411
C28 -0.74 4.31 -1.32  -0.270
O23 0.38 3.91 -1.25  -0.201
O24 -1.83 3.57 -1.16  -0.481
C29 -1.85 2.22 -0.95  1.605
H47 -1.04 8.13 -2.65  0.346
H48 -0.12 8.72 -1.31  0.382
H49 -1.67 7.90 -0.97  0.306
H50 0.52 6.60 -0.90  0.178
H51 0.33 6.51 -2.67  0.278
H52 -2.24 2.00 0.04  0.627
H53 -0.88 1.76 -1.10  -0.693
H54 -2.52 1.84 -1.73  -1.456
C30 2.97 -3.88 -0.30  -0.214
C31 4.02 -3.63 -1.36  -1.067
O25 3.51 -2.95 -2.49  -0.238
C32 2.70 -3.53 -3.39  0.576
O26 2.24 -4.67 -3.32  -0.622
O27 2.36 -2.64 -4.36  -0.360
C33 3.08 -1.45 -4.63  -0.645
H55 3.26 -4.37 0.63  0.476
H56 2.08 -4.43 -0.62  0.408
H57 2.68 -2.89 0.05  -0.712
H58 4.29 -4.63 -1.72  0.538
H59 4.97 -3.17 -1.07  0.370
H60 2.86 -0.66 -3.91  0.168
H61 2.84 -1.18 -5.66  0.407
H62 4.16 -1.62 -4.62  0.376
C34 -1.46 -6.08 1.00  -1.821
C35 -1.10 -4.90 0.07  1.386
O28 -1.43 -5.23 -1.26  -0.462
C36 -0.97 -4.58 -2.36  0.084
O29 -1.46 -4.50 -3.45  -0.588
O30 0.10 -3.75 -2.04  0.373
C37 0.57 -2.75 -2.94  -0.954
H63 -1.36 -5.94 2.08  0.293
H64 -0.82 -6.91 0.71  0.435
H65 -2.46 -6.29 0.64  0.393
H66 -0.04 -4.74 0.27  1.317
H67 -1.53 -3.95 0.39  0.435
H68 1.45 -2.31 -2.47  -0.906
H69 -0.13 -1.93 -3.11  0.327
H70 0.93 -3.23 -3.85  0.895

Results
energy relative to the best compared isomer or geometry (same formula, charge and spin)	3845.8	kJ/mol
highest occupied orbital energy	-0.291	Ha
M	994.94	g mol⁻¹
LUMO energy	0.070	eV
2S+1	1
E	-100884.621	eV

=====

Below is a structure of composition H2O3S, with properties calculated with ωB97M-V/def2-TZVPD.

Last column: Mulliken charge in e.
Positions of all 6 atoms, in Å:
O1 -0.96 0.66 0.44  -0.203
O2 -1.20 0.78 -0.91  -0.402
O3 2.23 -0.46 0.70  -0.423
S1 1.08 0.08 0.04  0.443
H1 -1.59 -0.09 0.59  0.405
H2 0.45 -0.98 -0.85  0.181

Results
energy relative to the best compared isomer or geometry (same formula, charge and spin)	30.1	kJ/mol
highest occupied orbital energy (spin up / spin down)	-0.380 / -0.330	Ha
M	82.08	g mol⁻¹
LUMO energy (spin up / spin down)	-1.218 / -1.725	eV
2S+1	1
E	-17003.392	eV

=====

Below is a structure of composition C12H26CrF6N3O7S2, with properties calculated with ωB97M-V/def2-TZVPD.

Last column: Löwdin spin population.
Positions of all 57 atoms, in Å:
Cr1 -0.10 0.08 -0.20  4.339
C1 -2.87 2.33 2.39  0.013
F1 -3.58 3.03 1.51  0.004
F2 -1.69 2.94 2.57  0.001
F3 -3.45 2.25 3.58  0.002
S1 -2.54 0.53 1.76  0.042
O1 -3.27 -0.32 2.65  0.024
O2 -3.04 0.51 0.38  0.015
N1 -0.76 0.34 1.71  0.064
S2 -0.40 0.10 3.24  0.025
O3 -1.05 0.87 4.31  0.016
O4 -0.14 -1.30 3.52  0.007
C2 1.40 0.80 3.34  0.002
F4 2.17 -0.02 2.68  0.003
F5 1.44 2.07 2.89  0.001
F6 1.79 0.70 4.68  0.000
C3 -2.35 -2.57 0.46  0.010
O5 -1.48 -1.76 -0.33  0.050
C4 -1.21 -2.43 -1.58  0.007
C5 -0.19 -1.75 -2.53  0.010
N2 -0.19 -0.30 -2.39  0.046
C6 -1.45 0.41 -2.68  0.016
C7 -1.28 1.89 -2.20  0.015
O6 -0.78 1.92 -0.86  0.059
C8 -0.44 3.32 -0.51  0.020
H1 -3.32 -2.68 -0.02  0.001
H2 -2.43 -2.24 1.49  0.001
H3 -1.92 -3.58 0.47  0.001
H4 -2.14 -2.56 -2.14  0.001
H5 -0.87 -3.44 -1.35  0.001
H6 -0.54 -1.96 -3.54  0.003
H7 0.82 -2.15 -2.42  0.002
H8 0.36 0.02 -3.18  0.010
H9 -2.30 -0.06 -2.19  0.002
H10 -1.57 0.44 -3.76  0.004
H11 -2.25 2.38 -2.28  0.001
H12 -0.54 2.37 -2.84  0.002
H13 0.12 3.93 -1.22  0.003
H14 0.09 3.30 0.44  0.001
H15 -1.33 3.85 -0.17  0.002
C9 3.97 0.63 -1.42  0.008
C10 2.58 0.08 -1.02  0.013
C11 2.60 -1.28 -0.28  0.011
O7 1.30 -1.51 0.21  0.054
C12 1.23 -2.83 0.85  0.013
N3 1.95 1.09 -0.19  0.049
H16 3.88 1.61 -1.90  0.001
H17 4.54 -0.15 -1.93  0.001
H18 4.68 0.75 -0.60  0.001
H19 2.08 -0.08 -1.98  0.004
H20 3.27 -1.09 0.55  0.001
H21 2.99 -2.02 -0.98  0.002
H22 1.14 -3.57 0.05  0.001
H23 0.26 -2.91 1.33  0.001
H24 2.05 -3.09 1.53  0.002
H25 2.27 1.96 -0.59  0.006
H26 2.47 1.16 0.67  0.006

Results
highest occupied orbital energy (spin up / spin down)	-0.145 / -0.353	Ha
M	554.47	g mol⁻¹
LUMO energy (spin up / spin down)	-0.141 / -0.305	eV
2S+1	6
E	-98059.561	eV

=====

Below is a structure of composition C16H47F2NO10PTl, with properties calculated with ωB97M-V/def2-TZVPD.

Last column: Mulliken charge in e.
Positions of all 78 atoms, in Å:
Tl1 0.03 -4.41 2.27  0.757
O1 -0.51 -0.09 2.99  -0.131
P1 -0.18 -0.78 1.76  0.923
O2 0.15 -2.21 1.54  -0.526
F1 0.95 -0.05 0.97  -0.237
F2 -1.25 -0.37 0.58  -0.273
C1 -4.69 -0.32 6.56  -0.644
O3 -3.81 0.68 6.51  -0.439
H1 -5.52 0.11 7.16  0.250
H2 -4.99 -0.66 5.53  0.248
H3 -4.30 -1.16 7.14  0.362
H4 -2.89 0.36 6.27  0.218
C2 0.42 -4.37 -1.63  -0.360
O4 0.57 -5.17 -0.48  -0.477
H5 1.37 -4.25 -2.19  0.264
H6 -0.30 -4.85 -2.19  0.361
H7 0.05 -3.41 -1.22  -0.010
H8 1.25 -5.83 -0.64  0.286
C3 -5.53 2.69 4.76  0.001
O5 -4.90 2.44 3.78  -0.374
H9 -5.13 2.11 5.72  0.102
H10 -6.79 -5.74 3.95  0.131
H11 -6.19 3.61 4.85  0.268
H12 -0.30 0.66 3.49  0.353
C4 -1.60 2.87 3.02  -0.570
O6 -1.80 1.75 3.99  -0.496
H13 -0.45 2.93 3.06  0.234
H14 -2.02 2.55 2.05  0.270
H15 -2.11 3.73 3.33  0.288
H16 -2.37 1.18 3.58  0.319
C5 1.91 -4.26 5.48  -0.525
O7 0.96 -3.59 4.57  -0.428
H17 2.95 -3.89 5.29  0.266
H18 1.59 -4.12 6.55  0.217
H19 1.94 -5.30 5.20  0.269
H20 0.72 -2.72 4.96  0.260
C6 0.71 -0.05 6.90  -0.501
O8 0.81 -1.47 6.93  -0.462
H21 1.47 0.51 7.44  0.355
H22 0.73 0.22 5.90  0.060
H23 -0.25 0.29 7.22  0.279
H24 1.10 -1.69 7.82  0.289
C7 -2.31 3.01 -5.41  -0.787
O9 -1.68 2.50 -4.18  -0.428
H25 -2.34 2.21 -6.12  0.286
H26 -3.36 3.18 -5.22  0.420
H27 -1.86 3.93 -5.75  0.272
H28 -2.25 2.87 -3.51  0.305
C8 1.95 -0.66 -1.99  -1.908
C9 1.95 0.43 -3.05  1.409
C10 3.40 0.92 -3.24  -1.024
C11 3.61 1.76 -4.50  -0.498
C12 3.21 0.97 -5.71  -1.257
C13 1.76 0.50 -5.79  1.291
N1 1.47 -0.11 -4.37  0.969
O10 0.87 -1.09 -4.28  -0.389
C14 0.70 1.62 -6.03  -1.628
C15 1.58 -0.58 -6.80  -1.657
C16 1.18 1.65 -2.58  -1.764
H29 2.49 -1.48 -2.37  0.621
H30 0.97 -0.83 -1.61  0.329
H31 2.60 -0.22 -1.23  0.440
H32 3.81 1.42 -2.36  0.477
H33 3.91 -0.06 -3.29  0.399
H34 4.59 2.20 -4.67  0.406
H35 2.96 2.65 -4.36  0.051
H36 3.80 0.08 -5.70  0.416
H37 3.47 1.50 -6.62  0.452
H38 0.78 1.85 -7.12  0.486
H39 -0.29 1.35 -5.71  0.419
H40 1.07 2.51 -5.47  0.361
H41 1.76 -0.21 -7.80  0.419
H42 2.29 -1.41 -6.56  0.432
H43 0.50 -0.89 -6.83  0.380
H44 1.51 1.97 -1.59  0.431
H45 0.12 1.54 -2.63  0.473
H46 1.45 2.54 -3.15  0.129
H47 2.53 4.47 -3.17  0.089

Results
total charge	+2
highest occupied orbital energy	-0.392	Ha
M	686.90	g mol⁻¹
LUMO energy	-9.727	eV
2S+1	1
E	-58709.120	eV

=====

- M of number 2 (H2O3S)?
  82.08 g mol⁻¹

=====

Please write out number 4 again, unchanged.
Below is a structure of composition C16H47F2NO10PTl, with properties calculated with ωB97M-V/def2-TZVPD.

Last column: Mulliken charge in e.
Positions of all 78 atoms, in Å:
Tl1 0.03 -4.41 2.27  0.757
O1 -0.51 -0.09 2.99  -0.131
P1 -0.18 -0.78 1.76  0.923
O2 0.15 -2.21 1.54  -0.526
F1 0.95 -0.05 0.97  -0.237
F2 -1.25 -0.37 0.58  -0.273
C1 -4.69 -0.32 6.56  -0.644
O3 -3.81 0.68 6.51  -0.439
H1 -5.52 0.11 7.16  0.250
H2 -4.99 -0.66 5.53  0.248
H3 -4.30 -1.16 7.14  0.362
H4 -2.89 0.36 6.27  0.218
C2 0.42 -4.37 -1.63  -0.360
O4 0.57 -5.17 -0.48  -0.477
H5 1.37 -4.25 -2.19  0.264
H6 -0.30 -4.85 -2.19  0.361
H7 0.05 -3.41 -1.22  -0.010
H8 1.25 -5.83 -0.64  0.286
C3 -5.53 2.69 4.76  0.001
O5 -4.90 2.44 3.78  -0.374
H9 -5.13 2.11 5.72  0.102
H10 -6.79 -5.74 3.95  0.131
H11 -6.19 3.61 4.85  0.268
H12 -0.30 0.66 3.49  0.353
C4 -1.60 2.87 3.02  -0.570
O6 -1.80 1.75 3.99  -0.496
H13 -0.45 2.93 3.06  0.234
H14 -2.02 2.55 2.05  0.270
H15 -2.11 3.73 3.33  0.288
H16 -2.37 1.18 3.58  0.319
C5 1.91 -4.26 5.48  -0.525
O7 0.96 -3.59 4.57  -0.428
H17 2.95 -3.89 5.29  0.266
H18 1.59 -4.12 6.55  0.217
H19 1.94 -5.30 5.20  0.269
H20 0.72 -2.72 4.96  0.260
C6 0.71 -0.05 6.90  -0.501
O8 0.81 -1.47 6.93  -0.462
H21 1.47 0.51 7.44  0.355
H22 0.73 0.22 5.90  0.060
H23 -0.25 0.29 7.22  0.279
H24 1.10 -1.69 7.82  0.289
C7 -2.31 3.01 -5.41  -0.787
O9 -1.68 2.50 -4.18  -0.428
H25 -2.34 2.21 -6.12  0.286
H26 -3.36 3.18 -5.22  0.420
H27 -1.86 3.93 -5.75  0.272
H28 -2.25 2.87 -3.51  0.305
C8 1.95 -0.66 -1.99  -1.908
C9 1.95 0.43 -3.05  1.409
C10 3.40 0.92 -3.24  -1.024
C11 3.61 1.76 -4.50  -0.498
C12 3.21 0.97 -5.71  -1.257
C13 1.76 0.50 -5.79  1.291
N1 1.47 -0.11 -4.37  0.969
O10 0.87 -1.09 -4.28  -0.389
C14 0.70 1.62 -6.03  -1.628
C15 1.58 -0.58 -6.80  -1.657
C16 1.18 1.65 -2.58  -1.764
H29 2.49 -1.48 -2.37  0.621
H30 0.97 -0.83 -1.61  0.329
H31 2.60 -0.22 -1.23  0.440
H32 3.81 1.42 -2.36  0.477
H33 3.91 -0.06 -3.29  0.399
H34 4.59 2.20 -4.67  0.406
H35 2.96 2.65 -4.36  0.051
H36 3.80 0.08 -5.70  0.416
H37 3.47 1.50 -6.62  0.452
H38 0.78 1.85 -7.12  0.486
H39 -0.29 1.35 -5.71  0.419
H40 1.07 2.51 -5.47  0.361
H41 1.76 -0.21 -7.80  0.419
H42 2.29 -1.41 -6.56  0.432
H43 0.50 -0.89 -6.83  0.380
H44 1.51 1.97 -1.59  0.431
H45 0.12 1.54 -2.63  0.473
H46 1.45 2.54 -3.15  0.129
H47 2.53 4.47 -3.17  0.089

Results
total charge	+2
highest occupied orbital energy	-0.392	Ha
M	686.90	g mol⁻¹
LUMO energy	-9.727	eV
2S+1	1
E	-58709.120	eV

=====

- Which formula does entry 1 have?
  C37H70O30